Version i
{"formula": "C3H5P", "method": "ωB97M-V/def2-TZVPD", "symbols": ["P", "C", "C", "C", "H", "H", "H", "H", "H"], "xyz": [[1.619, -0.687, -0.151], [0.388, 0.545, -0.708], [-0.616, 0.142, 0.354], [0.326, -0.874, 0.922], [-1.551, -0.273, -0.027], [-0.089, 0.090, -2.321], [0.615, 1.580, -0.907], [0.178, -1.481, 1.797], [-0.870, 0.958, 1.041]], "homo_energy_ha": -0.328, "gap_ev": 9.2, "total_charge": 0, "lumo_energy_ev": 0.2}

Version ii
{"formula": "C3H5P", "method": "ωB97M-V/def2-TZVPD", "symbols": ["P", "C", "C", "C", "H", "H", "H", "H", "H"], "xyz": [[0.099, -1.289, 0.023], [-2.237, 0.512, -0.103], [1.376, -0.017, -0.400], [-1.206, -0.121, -0.031], [-3.031, 1.112, -0.047], [0.137, -0.974, 1.874], [2.066, 0.139, 0.405], [1.026, 0.978, -0.447], [1.771, -0.340, -1.276]], "homo_energy_ha": -0.339, "gap_ev": 9.5, "total_charge": 0, "lumo_energy_ev": 0.2}

Most stable of them? version ii.

Version i
{"formula": "C2H12N2O4", "method": "ωB97M-V/def2-TZVPD", "symbols": ["O", "O", "O", "O", "N", "N", "C", "C", "H", "H", "H", "H", "H", "H", "H", "H", "H", "H", "H", "H"], "xyz": [[2.604, -0.936, -1.532], [2.119, -0.103, 1.020], [-0.222, -1.189, 1.830], [0.138, 1.634, 0.849], [-1.112, -0.401, -1.950], [-1.820, 1.000, -0.131], [-1.022, 1.855, 0.558], [-1.406, -0.365, -0.532], [-1.509, 2.740, 1.020], [-0.156, -0.623, -2.182], [0.051, -1.547, 2.684], [-2.277, -1.047, -0.239], [1.238, 0.096, 0.684], [-1.517, 0.323, -2.524], [-0.624, -0.931, 0.016], [-2.566, 1.295, -0.739], [2.578, 0.732, 1.155], [2.851, -0.395, -0.755], [0.298, -0.375, 1.857], [2.354, -1.760, -1.090]], "homo_energy_ha": -0.338, "gap_ev": 9.8, "total_charge": 0, "lumo_energy_ev": 0.6}

Version ii
{"formula": "C2H12N2O4", "method": "ωB97M-V/def2-TZVPD", "symbols": ["O", "O", "O", "O", "N", "N", "C", "C", "H", "H", "H", "H", "H", "H", "H", "H", "H", "H", "H", "H"], "xyz": [[1.906, 1.885, -2.305], [-0.876, 0.939, 1.587], [0.649, -1.744, 3.479], [-2.171, -2.014, -0.714], [-0.187, 1.983, -0.252], [0.207, -0.498, -1.190], [0.508, -0.410, 0.263], [-0.158, 0.925, 0.607], [1.509, -0.273, 0.756], [-0.707, -0.104, -1.558], [0.893, -1.247, 4.261], [-0.610, 2.862, 0.042], [0.228, -1.491, -1.487], [0.516, 2.120, -1.011], [1.352, 1.837, -3.022], [0.217, -1.099, 2.917], [-2.327, -1.323, 0.011], [-2.907, -2.036, -1.285], [1.818, 0.993, -1.905], [0.140, -1.303, 0.805]], "homo_energy_ha": -0.344, "gap_ev": 9.9, "total_charge": 0, "lumo_energy_ev": 0.5}

Most stable of them? version ii.

Version i
{"formula": "C15H34AsBrIrN3O2Si3", "method": "ωB97M-V/def2-TZVPD", "symbols": ["Ir", "Br", "As", "Si", "Si", "Si", "O", "O", "N", "N", "N", "C", "C", "C", "C", "C", "C", "C", "C", "C", "C", "C", "C", "C", "C", "C", "H", "H", "H", "H", "H", "H", "H", "H", "H", "H", "H", "H", "H", "H", "H", "H", "H", "H", "H", "H", "H", "H", "H", "H", "H", "H", "H", "H", "H", "H", "H", "H", "H", "H"], "xyz": [[-1.978, -0.128, -0.481], [-1.157, -5.794, -3.995], [0.271, 0.294, 0.345], [0.493, 2.386, 1.604], [1.844, 0.525, -1.551], [0.701, -1.525, 2.057], [-3.194, 0.413, -1.803], [-4.687, 1.950, -2.463], [-3.468, 2.315, -0.571], [-2.708, 1.641, 0.408], [-1.664, -1.896, -1.522], [-0.536, -2.621, -1.464], [-2.537, -3.496, -3.074], [0.050, 3.696, 0.344], [-1.364, -4.236, -3.003], [3.315, 1.379, -0.803], [-0.345, -3.783, -2.173], [1.156, -3.140, 1.270], [0.817, 1.559, -2.704], [-2.651, -2.346, -2.327], [-0.727, 2.223, 3.017], [-0.922, -1.608, 2.960], [2.189, 2.679, 2.289], [-3.869, 1.600, -1.682], [2.114, -0.783, 2.998], [2.313, -1.120, -2.277], [2.137, 3.633, 2.824], [-1.757, -1.706, 2.261], [2.861, -0.326, 2.347], [3.584, 0.962, 0.169], [1.281, 1.582, -3.694], [2.506, 1.924, 3.005], [1.923, -3.056, 0.499], [3.151, 2.451, -0.691], [-0.940, -2.483, 3.615], [-3.555, -1.760, -2.371], [-1.091, -0.727, 3.581], [-1.973, 2.270, 0.721], [-0.260, 1.682, 3.843], [0.296, -3.672, 0.867], [4.177, 1.247, -1.462], [3.185, -0.935, -2.912], [0.725, 2.589, -2.358], [-0.998, 3.212, 3.395], [2.611, -1.585, 3.551], [1.777, -0.039, 3.721], [-0.275, 4.607, 0.854], [0.936, 3.955, -0.240], [1.535, -1.541, -2.911], [2.616, -1.859, -1.534], [0.585, -4.327, -2.080], [2.958, 2.777, 1.526], [-3.358, -3.805, -3.704], [1.576, -3.756, 2.072], [-4.062, 3.073, -0.267], [0.242, -2.242, -0.824], [-3.290, 1.414, 1.215], [-0.723, 3.425, -0.382], [-0.186, 1.142, -2.821], [-1.650, 1.692, 2.785]], "homo_energy_ha": -0.558, "gap_ev": 6.6, "total_charge": 2, "lumo_energy_ev": -8.6}

Version ii
{"formula": "C15H34AsBrIrN3O2Si3", "method": "ωB97M-V/def2-TZVPD", "symbols": ["Ir", "Br", "As", "Si", "Si", "Si", "O", "O", "N", "N", "N", "C", "C", "C", "C", "C", "C", "C", "C", "C", "C", "C", "C", "C", "C", "C", "H", "H", "H", "H", "H", "H", "H", "H", "H", "H", "H", "H", "H", "H", "H", "H", "H", "H", "H", "H", "H", "H", "H", "H", "H", "H", "H", "H", "H", "H", "H", "H", "H", "H"], "xyz": [[0.368, -1.873, -0.454], [-6.136, -3.514, -0.253], [0.164, 0.501, 0.046], [-0.741, 1.270, 2.207], [-0.671, 0.901, -2.170], [2.468, 1.336, -0.021], [2.058, -3.103, 2.905], [0.537, -2.516, 1.375], [2.338, -2.567, -0.548], [2.776, -2.634, 0.797], [-1.731, -2.023, -0.372], [-3.356, -3.741, -0.785], [-2.716, -1.245, 0.086], [2.435, 3.201, -0.156], [-2.524, 0.838, -2.394], [-2.070, -3.261, -0.790], [3.293, 0.676, -1.571], [-0.224, 3.065, 2.193], [-4.033, -1.650, 0.142], [-2.601, 1.149, 2.367], [-0.001, 2.513, -2.828], [0.174, -0.644, -2.923], [1.781, -2.789, 1.790], [0.129, 0.217, 3.474], [3.296, 0.816, 1.567], [-4.371, -2.918, -0.301], [-2.725, 1.211, -3.403], [-1.258, -3.889, -1.144], [0.012, -0.851, 3.286], [-2.960, 0.134, 2.544], [3.038, 1.290, -2.437], [-0.218, -0.895, -3.911], [3.011, -0.333, -1.822], [1.996, 3.686, 0.710], [2.998, -2.027, -1.096], [-0.795, 3.577, 2.972], [1.937, 3.563, -1.058], [-3.147, 1.596, 1.534], [-0.164, 3.331, -2.125], [-0.525, 2.768, -3.751], [-0.047, -1.614, -2.374], [0.830, 3.185, 2.432], [-3.062, 1.489, -1.703], [-3.561, -4.739, -1.143], [3.478, 3.528, -0.213], [3.635, -3.143, 0.966], [1.066, 2.462, -3.054], [-2.941, -0.163, -2.337], [4.377, 0.721, -1.451], [1.251, -0.528, -3.011], [2.300, -3.509, -0.952], [-2.439, -0.259, 0.416], [3.101, -0.209, 1.872], [4.377, 0.925, 1.448], [-2.857, 1.731, 3.257], [-4.782, -0.973, 0.530], [-0.321, 0.434, 4.447], [2.996, 1.472, 2.385], [1.191, 0.443, 3.549], [-0.435, 3.581, 1.255]], "homo_energy_ha": -0.564, "gap_ev": 7.8, "total_charge": 2, "lumo_energy_ev": -7.6}

Most stable of them? version ii.

Version i
{"formula": "C3H8NO3S", "method": "ωB97M-V/def2-TZVPD", "symbols": ["S", "O", "O", "O", "N", "C", "C", "C", "H", "H", "H", "H", "H", "H", "H", "H"], "xyz": [[0.630, -2.544, -0.400], [0.773, 2.040, 1.206], [-0.013, 2.137, -0.834], [-1.480, 0.325, -2.153], [-0.072, -0.286, 1.862], [-0.229, 0.060, 0.467], [0.825, -0.670, -0.405], [0.207, 1.584, 0.264], [0.699, 0.136, 2.299], [-1.268, -0.280, 0.207], [1.919, -0.450, -0.239], [-1.250, 0.990, -1.529], [0.304, -2.513, 0.902], [0.638, -0.315, -1.421], [-0.816, -0.064, -2.702], [-0.866, -0.152, 2.477]], "homo_energy_ha": -0.159, "gap_ev": 7.6, "total_charge": -1, "lumo_energy_ev": 3.3}

Version ii
{"formula": "C3H8NO3S", "method": "ωB97M-V/def2-TZVPD", "symbols": ["S", "O", "O", "O", "N", "C", "C", "C", "H", "H", "H", "H", "H", "H", "H", "H"], "xyz": [[-0.794, -0.550, -2.674], [-0.209, -0.072, 1.955], [-2.593, -0.609, 0.429], [1.621, 1.012, 2.924], [1.682, 0.622, 0.593], [0.380, -0.700, -1.014], [0.998, 0.390, 2.012], [0.734, 0.659, -0.564], [-0.104, 1.275, -0.274], [1.161, 1.143, -1.455], [1.228, -1.088, -1.542], [-1.972, -1.483, -1.394], [0.045, -1.354, -0.196], [-1.952, -0.210, 1.041], [-2.168, -0.589, -0.507], [1.942, 1.554, 0.666]], "homo_energy_ha": -0.183, "gap_ev": 7.0, "total_charge": -1, "lumo_energy_ev": 2.0}

Version iii
{"formula": "C3H8NO3S", "method": "ωB97M-V/def2-TZVPD", "symbols": ["S", "O", "O", "O", "N", "C", "C", "C", "H", "H", "H", "H", "H", "H", "H", "H"], "xyz": [[-0.359, 0.908, 2.420], [0.380, 1.935, -1.417], [-2.069, -1.649, 1.876], [-1.459, 0.993, -2.330], [-0.200, -1.414, -0.702], [-0.529, 1.082, -1.548], [-0.357, -0.068, -0.356], [0.433, 0.505, 0.839], [1.147, -0.274, 1.151], [-1.375, -0.064, 0.040], [0.378, -1.442, -1.546], [-1.723, -0.816, 2.273], [1.110, 1.341, 0.508], [2.972, 0.189, -0.920], [-1.615, -1.930, 1.075], [3.265, 0.704, -1.364]], "homo_energy_ha": -0.170, "gap_ev": 4.9, "total_charge": -1, "lumo_energy_ev": 0.2}

Most stable of them? version i.

Version i
{"formula": "C5H12N4", "method": "ωB97M-V/def2-TZVPD", "symbols": ["N", "N", "N", "N", "C", "C", "C", "C", "C", "H", "H", "H", "H", "H", "H", "H", "H", "H", "H", "H", "H"], "xyz": [[2.432, 0.334, -1.095], [-3.024, 0.490, -0.279], [-1.231, -1.266, 0.070], [1.141, -1.415, -0.214], [-0.523, 0.960, -0.366], [-0.080, -1.901, -0.221], [-1.464, 0.127, -0.241], [1.605, -0.041, -0.105], [1.722, 0.683, 1.181], [-3.537, 0.244, -1.079], [-3.583, 0.339, 0.625], [2.725, -0.335, -1.849], [1.910, 1.838, 0.962], [-1.990, -1.970, -0.065], [0.819, 0.714, 1.782], [-0.167, 2.006, -0.559], [-0.011, -3.023, -0.144], [-2.919, 1.472, -0.325], [2.495, 0.298, 1.785], [1.847, -2.086, -0.255], [2.925, 1.301, -1.073]], "homo_energy_ha": -0.596, "gap_ev": 8.2, "total_charge": 2, "lumo_energy_ev": -8.0}

Version ii
{"formula": "C5H12N4", "method": "ωB97M-V/def2-TZVPD", "symbols": ["N", "N", "N", "N", "C", "C", "C", "C", "C", "H", "H", "H", "H", "H", "H", "H", "H", "H", "H", "H", "H"], "xyz": [[0.135, 0.446, -0.293], [1.259, 1.347, 0.003], [-0.231, 0.549, -1.612], [0.417, -2.265, -0.354], [1.018, -1.244, -0.256], [2.365, -0.864, 0.081], [-2.148, -0.567, 0.257], [-0.901, 0.407, 0.660], [2.655, 0.347, 0.438], [-0.585, -2.615, -0.476], [-0.180, -0.296, -2.158], [3.169, -1.587, 0.229], [1.423, 2.071, -0.773], [-1.282, 1.494, 0.939], [-0.737, -0.031, 1.653], [-2.857, -0.568, 1.131], [3.498, 1.012, 0.791], [-1.881, -1.635, 0.114], [-2.634, -0.094, -0.694], [-1.123, 1.206, -1.687], [1.113, 1.914, 0.839]], "homo_energy_ha": -0.710, "gap_ev": 10.2, "total_charge": 2, "lumo_energy_ev": -9.1}

Most stable of them? version i.

Version i
{"formula": "CH11NO4", "method": "ωB97M-V/def2-TZVPD", "symbols": ["O", "O", "O", "O", "N", "C", "H", "H", "H", "H", "H", "H", "H", "H", "H", "H", "H"], "xyz": [[-2.515, -3.574, -0.360], [-0.301, -1.326, -0.080], [-1.815, 1.046, 0.400], [-3.334, -0.841, -0.867], [4.350, 2.386, 1.322], [4.515, 2.846, 0.170], [-2.416, 0.374, 0.012], [-0.331, -0.363, -0.182], [5.394, 3.378, -0.201], [-1.957, -3.611, -1.146], [-2.323, 1.853, 0.504], [3.664, 2.660, -0.490], [-2.985, -0.863, -1.770], [4.977, 2.359, 2.107], [0.164, -1.432, 0.762], [-1.945, -3.168, 0.305], [-3.142, -1.724, -0.486]], "homo_energy_ha": -0.350, "gap_ev": 10.2, "total_charge": 0, "lumo_energy_ev": 0.7}

Version ii
{"formula": "CH11NO4", "method": "ωB97M-V/def2-TZVPD", "symbols": ["O", "O", "O", "O", "N", "C", "H", "H", "H", "H", "H", "H", "H", "H", "H", "H", "H"], "xyz": [[-1.327, -1.285, -0.952], [-0.007, 1.197, 1.441], [-2.005, 1.218, -0.383], [-0.063, -1.619, 1.268], [2.352, 0.630, 0.074], [2.097, 0.117, -1.105], [0.052, 0.195, 1.645], [2.193, 0.558, -2.109], [-1.341, 1.259, 0.388], [-1.516, -0.301, -1.103], [-0.794, -1.675, 0.642], [0.801, 1.205, 0.830], [2.601, 1.585, 0.077], [1.886, -0.956, -1.072], [-2.893, 1.381, 0.008], [-1.549, -1.740, -1.776], [-0.486, -1.767, 2.127]], "homo_energy_ha": -0.386, "gap_ev": 11.2, "total_charge": 0, "lumo_energy_ev": 0.7}

Most stable of them? version ii.